# 1
Here is a structure of composition C4H7NS2 in a non-equilibrium geometry from OMol25. Energies are from the ωB97M-V functional and the def2-TZVPD basis.

## Properties
HOMO-LUMO gap (alpha / beta)	0.2863 / 0.2864	Ha
relative energy (zero: lowest compared OMol25 entry of this formula, charge and spin)	5.455	eV
E_HOMO (alpha / beta)	-7.603 / -7.605	eV
total energy	-1007.5338	Ha

Geometry as ORCA input:
```
! RIJCOSX wB97M-V def2-TZVPD def2/J DEFGRID3
* xyz 0 1
C -1.91 1.99 0.15
C -0.65 1.82 0.59
C -1.53 -1.76 -0.22
C 1.07 -1.93 0.15
N -0.03 2.91 -0.05
S -1.61 3.59 -0.49
S -0.29 -2.82 0.01
H -2.93 1.51 0.10
H -0.07 1.09 1.09
H -2.70 -1.86 -0.21
H -1.33 -0.77 -0.48
H 1.20 -0.76 0.26
H 1.91 -2.47 0.21
H 0.84 3.36 0.31
*
```

# 2
Here is a cluster of 2 separate species, C3H11N3O in total in a non-equilibrium geometry from OMol25. Energies are from the ωB97M-V functional and the def2-TZVPD basis.

## Properties
HOMO-LUMO gap	0.3543	Ha
relative energy (zero: lowest compared OMol25 entry of this formula, charge and spin)	2.580	eV
E_HOMO	-8.928	eV
SMILES string	CC(=O)NN.CN
total energy	-360.3426	Ha

Geometry as ORCA input:
```
! RIJCOSX wB97M-V def2-TZVPD def2/J DEFGRID3
* xyz 0 1
C 1.54 -0.51 -2.14
N 0.21 0.50 -0.35
C 1.02 -0.52 -0.71
N -0.19 1.57 -1.17
O 1.31 -1.39 0.10
H -1.50 -0.66 0.65
H -0.75 1.23 -1.95
H 0.61 2.06 -1.55
H 0.71 -0.52 -2.85
H 2.16 -1.38 -2.29
H 2.13 0.39 -2.32
C -1.00 -0.36 2.56
N -1.97 -0.53 1.56
H -2.56 0.29 1.46
H 0.17 0.70 0.79
H -0.35 -1.23 2.59
H -0.12 0.45 2.09
H -1.43 -0.09 3.52
*
```

# 3
Here is a cluster of 2 separate species, CHF2NO2S in total in a non-equilibrium geometry from OMol25. Energies are from the ωB97M-V functional and the def2-TZVPD basis.

## Properties
HOMO-LUMO gap (alpha / beta)	0.3351 / 0.2757	Ha
relative energy (zero: lowest compared OMol25 entry of this formula, charge and spin)	0.000	eV
E_HOMO (alpha / beta)	-8.316 / -11.414	eV
total energy	-841.7214	Ha

Geometry as ORCA input:
```
! RIJCOSX wB97M-V def2-TZVPD def2/J DEFGRID3
* xyz 0 3
C 0.34 -0.07 -1.28
N 0.29 0.60 2.00
O 1.34 -0.11 -0.64
O -1.30 -0.70 0.36
F -0.23 -1.11 -1.83
F -0.29 1.03 -1.60
S -1.07 -0.12 1.69
H 0.91 0.49 1.29
*
```

# 4
Here is the molecule C4H10N2OS in a non-equilibrium geometry from OMol25. Energies are from the ωB97M-V functional and the def2-TZVPD basis.

## Properties
HOMO-LUMO gap	0.3609	Ha
relative energy (zero: lowest compared OMol25 entry of this formula, charge and spin)	3.306	eV
E_HOMO	-9.046	eV
SMILES string	C/C(=N/N)O[C@@H](C)S
total energy	-741.2565	Ha

Geometry as ORCA input:
```
! RIJCOSX wB97M-V def2-TZVPD def2/J DEFGRID3
* xyz 0 1
C 1.08 -0.73 -0.10
C 0.99 -1.98 0.69
C -1.77 1.48 0.55
C -1.22 0.04 0.06
N 2.23 -0.42 -0.49
N 2.42 0.92 -1.29
O 0.08 0.24 -0.15
S -2.13 -0.52 -1.36
H 0.92 -1.69 1.68
H 1.80 -2.68 0.59
H 0.23 -2.75 0.57
H -1.14 1.80 1.40
H -1.54 2.14 -0.25
H -2.79 1.35 0.93
H -1.49 -0.59 0.87
H 3.36 1.13 -1.09
H 1.73 1.60 -0.96
H -2.75 0.66 -1.65
*
```

# 5
Here is a structure of composition C2H6N4O in a non-equilibrium geometry from OMol25. Energies are from the ωB97M-V functional and the def2-TZVPD basis.

## Properties
HOMO-LUMO gap	0.3327	Ha
relative energy (zero: lowest compared OMol25 entry of this formula, charge and spin)	6.480	eV
E_HOMO	-8.237	eV
total energy	-373.8722	Ha

Geometry as ORCA input:
```
! RIJCOSX wB97M-V def2-TZVPD def2/J DEFGRID3
* xyz 0 1
C 1.19 1.31 0.91
C -1.15 -1.60 -0.55
N 1.34 1.66 -0.60
N 0.48 1.26 -1.30
N 0.21 0.31 0.87
N -0.72 0.64 -0.08
O -1.57 -0.26 -0.59
H 2.03 1.02 1.34
H 0.69 2.17 1.24
H -1.91 -2.10 -1.05
H -1.07 -2.01 0.38
H -0.21 -1.79 -1.11
H 0.70 -0.61 0.53
*
```

# 6
Here is a cluster of 2 separate species, C15H18F3NO10 in total in a non-equilibrium geometry from OMol25. Energies are from the ωB97M-V functional and the def2-TZVPD basis.

## Properties
HOMO-LUMO gap	0.3329	Ha
E_HOMO	-10.446	eV
SMILES string	CC[C@]1(N(C(=O)F)C(=O)F)OC(=O)O[C@H]1CCCCOC=O.O=C1OC[C@@H](F)O1
total energy	-1688.7547	Ha

Geometry as ORCA input:
```
! RIJCOSX wB97M-V def2-TZVPD def2/J DEFGRID3
* xyz 0 1
C -0.27 0.14 3.18
C -1.43 -1.03 2.89
C -2.19 -0.85 1.45
N -3.29 0.17 1.28
C -4.52 -0.48 0.61
O -4.91 -0.15 -0.65
F -5.34 -1.55 1.26
C -3.82 0.70 2.60
O -3.73 2.04 2.81
F -4.47 -0.10 3.67
O -2.43 -2.26 1.05
C -1.39 -2.86 0.19
O -1.36 -4.02 -0.48
O -0.33 -1.79 0.22
C -1.05 -0.48 0.29
C -1.59 -0.31 -1.27
C -0.45 -0.69 -2.40
C 1.01 0.01 -2.16
C 2.24 -1.08 -2.40
O 2.51 -1.86 -1.18
C 2.36 -3.32 -1.44
O 2.19 -4.11 -0.36
H 0.65 -0.19 2.50
H -0.66 1.23 2.93
H 0.14 0.08 4.30
H -2.15 -1.18 3.81
H -0.81 -2.04 2.81
H -0.42 0.50 0.41
H -2.56 -0.95 -1.48
H -1.84 0.83 -1.43
H -0.35 -1.87 -2.44
H -0.86 -0.37 -3.47
H 1.20 0.87 -2.95
H 1.17 0.48 -1.10
H 3.26 -0.56 -2.69
H 1.92 -1.74 -3.33
H 2.44 -3.82 -2.50
C 4.07 3.34 -0.30
C 3.02 3.66 -1.30
O 1.93 2.86 -0.90
C 2.07 2.72 0.45
O 1.18 2.33 1.19
O 3.32 3.07 0.87
F 3.40 3.28 -2.54
H 4.65 2.45 -0.57
H 4.77 4.17 -0.14
H 2.72 4.72 -1.31
*
```

Number 3 is which compound? CHF2NO2S

Among the records above, which one has the highest total energy? C3H11N3O

Among the records above, which one has the highest total energy? C3H11N3O

total energy of number 1 (C4H7NS2)? -1007.5338 Ha